a | 16
Properties=species:S:1:pos:R:3:lowdin_charge:R:1 method="wB97M-V/def2-TZVPD" homo_ev=-1.781 total_charge=-1 multiplicity=1
C -4.096 0.525 -2.703 -0.796
S -4.594 1.944 -1.757 -0.068
H -4.698 0.320 -3.514 -0.050
H -3.127 0.716 -3.000 -0.064
H -4.059 -0.315 -1.998 -0.021
C 2.969 -0.867 0.978 -0.167
C 1.916 -0.282 1.815 -0.342
C 0.760 0.315 0.965 -0.123
H 2.822 -1.812 0.412 0.082
H 3.814 -1.093 1.592 0.051
H 3.266 -0.238 0.104 0.083
H 2.234 0.299 2.635 0.072
H 1.361 -1.071 2.460 0.122
H 0.610 1.409 1.310 0.095
H 1.038 0.395 -0.058 0.029
H -0.217 -0.243 0.760 0.096

=====

b | 16
Properties=species:S:1:pos:R:3:lowdin_charge:R:1 method="wB97M-V/def2-TZVPD" homo_ev=-2.041 total_charge=-1 multiplicity=1
C -2.703 -0.207 -0.036 -0.773
S -3.170 -1.322 -1.443 -0.098
H -3.621 0.350 0.183 -0.039
H -2.256 -0.679 0.833 -0.023
H -2.119 0.715 -0.273 -0.016
C 2.034 -0.801 -0.123 -0.159
C 0.747 -0.021 -0.452 -0.278
C 0.774 1.145 0.595 -0.134
H 2.906 -0.155 -0.284 0.057
H 2.282 -1.696 -0.719 0.061
H 2.057 -1.257 0.869 0.066
H -0.049 -0.730 -0.236 0.069
H 0.639 0.381 -1.452 0.098
H 0.309 2.046 0.192 0.058
H 0.358 0.807 1.542 0.065
H 1.810 1.424 0.805 0.046

=====

Most stable structure, least stable structure: b, a.

=====

a | 13
Properties=species:S:1:pos:R:3:lowdin_charge:R:1 method="wB97M-V/def2-TZVPD" homo_ev=-8.115 total_charge=0 multiplicity=1
C -0.968 -1.605 0.182 -0.174
C 0.368 0.372 -0.166 -1.010
H -1.909 -1.470 0.935 0.088
H 0.060 -1.976 0.829 0.064
H -1.205 -2.662 -0.770 0.172
H -2.197 1.130 1.002 0.181
H -2.880 0.232 -0.547 0.144
H 1.394 2.154 -0.206 0.111
H -0.376 2.272 -0.326 0.162
N -0.885 -0.199 -0.259 -0.330
N -1.954 0.690 -0.088 -0.060
N 0.507 1.696 0.264 -0.034
S 1.690 -0.475 -0.027 0.686

=====

b | 13
Properties=species:S:1:pos:R:3:lowdin_charge:R:1 method="wB97M-V/def2-TZVPD" smiles="[H]/N=C(/NC)NS" homo_ev=-8.988 total_charge=0 multiplicity=1
H 0.499 2.293 0.105 -0.003
N 1.142 1.557 0.203 0.106
C 0.472 0.471 0.075 -0.627
N 1.046 -0.705 0.052 -0.077
C 2.543 -0.778 -0.022 -0.089
N -0.951 0.609 -0.493 -0.472
S -2.078 -0.452 0.023 0.645
H 0.526 -1.799 0.048 0.230
H 2.637 -1.863 0.169 0.062
H 3.106 -0.026 0.465 0.045
H 2.837 -0.808 -1.248 0.138
H -1.127 1.696 0.032 0.160
H -1.985 -0.638 1.412 -0.119

=====

Most stable structure, least stable structure: b, a.

=====

a | 21
Properties=species:S:1:pos:R:3:lowdin_charge:R:1 method="wB97M-V/def2-TZVPD" smiles=C[C@@H](CN(O)O)N(C)O homo_ev=-7.824 total_charge=0 multiplicity=1
C 0.073 -1.736 -0.255 -0.059
C 0.369 -0.277 -0.113 -0.265
C -0.750 0.636 0.021 -0.071
N -1.503 0.695 -1.510 -0.202
O -1.191 -0.142 -2.594 -0.062
O -2.927 0.657 -1.295 -0.079
N 0.839 0.142 1.518 -0.202
C 1.779 1.243 1.540 -0.109
O 1.422 -0.968 2.151 -0.084
H 0.553 -2.117 -1.156 0.080
H -0.988 -1.980 -0.345 0.088
H 0.385 -2.368 0.573 0.072
H 1.129 0.074 -0.821 0.137
H -1.487 0.337 0.767 0.122
H -0.519 1.694 0.086 0.103
H -2.032 -0.433 -2.991 0.096
H -3.467 1.106 -1.956 0.086
H 2.140 1.381 2.562 0.088
H 2.648 1.077 0.880 0.085
H 1.266 2.156 1.241 0.077
H 2.260 -1.178 1.697 0.098

=====

b | 21
Properties=species:S:1:pos:R:3:lowdin_charge:R:1 method="wB97M-V/def2-TZVPD" smiles="O=CNCCNCO.O" homo_ev=-9.586 total_charge=0 multiplicity=1
O -1.566 -1.161 2.854 0.026
C -0.488 -0.679 2.596 -0.380
N -0.266 0.215 1.611 0.028
C -1.147 0.415 0.477 -0.170
C -1.257 -0.826 -0.395 -0.194
N -0.032 -1.483 -0.896 -0.044
C 0.859 -0.685 -1.691 -0.243
O 1.653 0.270 -0.938 -0.099
H 0.423 -0.965 3.149 0.130
H 0.688 0.490 1.439 0.115
H -2.128 0.675 0.869 0.126
H -0.785 1.250 -0.117 0.095
H -1.806 -0.619 -1.315 0.117
H -1.759 -1.614 0.162 0.112
H 0.511 -1.772 -0.088 0.104
H 1.555 -1.331 -2.218 0.118
H 0.310 -0.048 -2.382 0.129
H 2.423 -0.127 -0.519 0.099
O 1.040 2.930 -0.593 -0.085
H 1.175 1.953 -0.580 -0.015
H 0.596 3.111 -1.427 0.031

=====

Most stable structure, least stable structure: b, a.

=====

a | 20
Properties=species:S:1:pos:R:3:lowdin_charge:R:1 method="wB97M-V/def2-TZVPD" smiles="Cc1c(=O)o[nH][n+]1N(C)C" homo_ev="-13.292 / -13.124" total_charge=+1 multiplicity=1
C -1.061 -2.106 0.201 -0.010
C -1.369 -0.720 -0.164 0.034
C -2.548 -0.040 -0.151 -0.369
O -3.661 -0.530 -0.104 0.156
O -2.279 1.457 -0.197 0.086
N -0.958 1.636 -0.312 0.060
N -0.209 0.540 0.004 0.062
N 1.076 0.564 -0.110 -0.222
C 1.681 -0.556 -0.725 0.033
C 1.773 1.537 0.700 -0.002
H -0.498 -2.529 -0.555 0.065
H -1.859 -2.780 0.125 0.102
H -0.724 -2.119 1.206 0.107
H -0.650 2.636 -0.077 0.232
H 0.979 -1.427 -0.616 0.089
H 1.705 -0.155 -1.765 0.144
H 2.536 -0.713 -0.168 0.082
H 1.349 1.634 1.745 0.131
H 2.822 1.183 0.833 0.113
H 1.894 2.488 0.131 0.109

=====

b | 20
Properties=species:S:1:pos:R:3:lowdin_charge:R:1 method="wB97M-V/def2-TZVPD" homo_ev=-14.333 total_charge=+1 multiplicity=1
H -2.659 -0.727 1.749 0.194
N -2.028 -0.120 1.026 0.199
C -2.657 0.321 0.042 -0.315
C -4.019 0.194 -0.436 -0.172
O -4.959 -0.160 0.220 0.139
O -1.807 0.925 -0.943 0.027
N -0.489 0.883 -0.603 0.058
C 0.206 -0.110 -0.118 -0.180
C 0.087 -1.550 -0.484 0.028
C 1.660 0.292 0.238 -0.218
N 1.855 1.632 0.037 0.014
H -4.154 0.174 -1.544 0.153
H -0.073 1.870 -0.294 0.228
H -0.860 -2.003 -0.491 0.083
H 0.677 -2.215 0.041 0.080
H 0.685 -1.477 -1.380 0.121
H 2.393 -0.486 -0.289 0.190
H 1.640 0.069 1.291 0.140
H 2.414 2.115 0.770 0.140
H 2.392 1.830 -0.759 0.091

=====

Most stable structure, least stable structure: b, a.

=====

a | 62
Properties=species:S:1:pos:R:3:lowdin_charge:R:1 method="wB97M-V/def2-TZVPD" smiles="O=C(C[C@@H]1C(=O)NCCN1Cc1ccc(-c2ccccc2)cc1)NCC1CCOCC1" homo_ev=-8.355 total_charge=0 multiplicity=1
O -0.069 -1.171 -0.060 0.049
C 0.690 -0.220 -0.049 -0.486
C 0.292 1.122 0.557 -0.015
C 0.705 2.356 -0.305 -0.198
C 2.003 2.870 0.304 -0.436
O 3.060 2.271 0.161 0.038
N 1.917 3.949 1.093 0.099
C 0.758 4.797 1.267 -0.149
C -0.512 4.036 0.883 -0.169
N -0.257 3.427 -0.399 -0.127
C -1.371 3.239 -1.315 -0.126
C -2.236 2.036 -1.032 -0.229
C -3.192 2.063 -0.024 -0.042
C -3.883 0.916 0.320 -0.017
C -3.628 -0.287 -0.332 -0.178
C -4.290 -1.531 0.085 -0.188
C -5.656 -1.573 0.345 -0.038
C -6.257 -2.755 0.738 -0.088
C -5.499 -3.905 0.885 -0.096
C -4.137 -3.868 0.638 -0.080
C -3.533 -2.691 0.237 -0.023
C -2.706 -0.300 -1.375 -0.020
C -2.026 0.848 -1.723 -0.040
N 1.933 -0.245 -0.558 0.083
C 2.544 -1.450 -1.063 -0.142
C 3.675 -1.943 -0.153 -0.313
C 4.868 -0.983 -0.155 -0.132
C 5.990 -1.559 0.710 -0.211
O 6.396 -2.835 0.268 -0.136
C 5.334 -3.759 0.297 -0.216
C 4.169 -3.322 -0.593 -0.140
H -0.787 1.106 0.701 0.109
H 0.762 1.183 1.543 0.136
H 0.920 2.018 -1.324 0.160
H 2.790 4.275 1.485 0.154
H 0.856 5.682 0.625 0.122
H 0.713 5.125 2.309 0.121
H -0.764 3.305 1.666 0.125
H -1.338 4.743 0.795 0.124
H -0.942 3.149 -2.318 0.125
H -1.966 4.155 -1.282 0.126
H -3.384 2.985 0.508 0.110
H -4.603 0.944 1.126 0.115
H -6.252 -0.680 0.218 0.111
H -7.320 -2.780 0.930 0.100
H -5.970 -4.827 1.194 0.099
H -3.542 -4.762 0.760 0.102
H -2.467 -2.648 0.066 0.108
H -2.519 -1.219 -1.909 0.122
H -1.302 0.819 -2.526 0.119
H 2.539 0.561 -0.421 0.091
H 1.756 -2.205 -1.121 0.122
H 2.934 -1.262 -2.069 0.131
H 3.280 -2.018 0.867 0.153
H 4.588 -0.001 0.227 0.107
H 5.235 -0.866 -1.177 0.128
H 6.882 -0.932 0.661 0.124
H 5.653 -1.619 1.758 0.127
H 5.755 -4.706 -0.047 0.123
H 4.976 -3.884 1.333 0.126
H 4.512 -3.271 -1.628 0.125
H 3.366 -4.058 -0.528 0.120

=====

b | 62
Properties=species:S:1:pos:R:3:lowdin_charge:R:1 method="wB97M-V/def2-TZVPD" smiles="COc1ccccc1N1CCN(C(=O)C2CCN(C(=O)c3ccccc3C)CC2)CC1" homo_ev=-7.623 total_charge=0 multiplicity=1
C 3.031 -2.313 1.654 -0.083
O 1.784 -2.165 2.288 -0.149
C 1.695 -1.332 3.387 -0.190
C 2.774 -0.609 3.866 -0.030
C 2.641 0.258 4.939 -0.097
C 1.411 0.401 5.548 -0.097
C 0.331 -0.331 5.093 -0.026
C 0.433 -1.210 4.012 -0.152
N -0.698 -1.903 3.620 -0.088
C -2.001 -1.274 3.689 -0.128
C -2.830 -1.673 2.456 -0.111
N -1.954 -1.813 1.311 -0.037
C -1.978 -0.862 0.348 -0.410
O -2.771 0.062 0.404 0.056
C -0.983 -1.021 -0.798 -0.217
C -1.488 -0.346 -2.081 -0.105
C -1.449 1.184 -1.995 -0.131
N -0.132 1.629 -1.613 -0.031
C 0.754 2.258 -2.413 -0.430
O 1.911 2.461 -2.081 0.066
C 0.222 2.746 -3.728 -0.124
C -0.598 3.868 -3.754 -0.031
C -1.042 4.382 -4.959 -0.082
C -0.665 3.773 -6.143 -0.084
C 0.157 2.661 -6.119 -0.043
C 0.618 2.136 -4.919 -0.215
C 1.510 0.933 -4.891 -0.026
C 0.295 1.103 -0.336 -0.114
C 0.376 -0.420 -0.399 -0.102
C -1.051 -2.939 1.423 -0.112
C -0.704 -3.152 2.913 -0.127
H 3.391 -1.365 1.242 0.098
H 3.783 -2.726 2.333 0.098
H 2.862 -3.016 0.839 0.096
H 3.737 -0.696 3.390 0.101
H 3.498 0.815 5.284 0.100
H 1.289 1.070 6.386 0.101
H -0.618 -0.235 5.596 0.107
H -1.868 -0.190 3.699 0.126
H -2.542 -1.570 4.600 0.124
H -3.349 -2.622 2.619 0.126
H -3.565 -0.901 2.228 0.122
H -0.865 -2.089 -1.010 0.137
H -2.513 -0.660 -2.283 0.124
H -0.859 -0.673 -2.913 0.112
H -1.723 1.615 -2.959 0.123
H -2.165 1.511 -1.236 0.121
H -0.882 4.337 -2.823 0.123
H -1.678 5.254 -4.972 0.101
H -1.009 4.168 -7.088 0.101
H 0.453 2.194 -7.048 0.109
H 1.877 0.698 -5.887 0.078
H 2.357 1.113 -4.232 0.082
H 0.968 0.066 -4.511 0.076
H 1.273 1.531 -0.108 0.125
H -0.426 1.410 0.429 0.135
H 0.699 -0.799 0.570 0.097
H 1.122 -0.702 -1.147 0.131
H -1.524 -3.844 1.015 0.130
H -0.130 -2.747 0.879 0.097
H 0.264 -3.637 3.003 0.125
H -1.454 -3.801 3.383 0.124

=====

Most stable structure, least stable structure: a, b.